Formula: C3H4FIO
Source: OMol25
Level of theory: wB97M-V/def2-TZVPD

Properties
E_HOMO (spin up / spin down) (eV): -6.62 / -10.04
F_max (eV/A): 3.42
Orbital gap (spin up / spin down) (eV): 7.339 / 8.251

```
! RIJCOSX wB97M-V def2-TZVPD def2/J DEFGRID3
* xyz 0 3
C 1.57 0.53 0.19
C -1.25 0.27 -0.08
C -0.37 -0.88 -0.13
O 1.27 1.51 0.68
F -0.19 -1.85 0.78
I 3.46 -0.19 -0.31
H -1.44 0.68 -1.11
H -0.72 1.05 0.72
H -2.23 0.07 0.36
H -0.10 -1.20 -1.10
*
```

Want to see where the charge sits? The Löwdin charges in e are: -0.78, -0.11, -0.30, 0.02, 0.02, 0.76, 0.10, 0.12, 0.07, 0.09

***

Formula: C3H4FN
Source: OMol25
Level of theory: wB97M-V/def2-TZVPD

Properties
E_HOMO (eV): -10.71
F_max (eV/A): 4.95
Orbital gap (eV): 10.452

```
! RIJCOSX wB97M-V def2-TZVPD def2/J DEFGRID3
* xyz 0 1
C 1.49 0.06 0.03
C -0.86 0.39 0.27
C 0.18 -0.38 -0.48
N 2.37 0.43 0.67
F 0.04 -0.43 -1.80
H -1.01 0.08 1.31
H -1.61 0.34 -0.47
H -0.53 1.49 0.35
H -0.07 -1.98 0.13
*
```

Want to see where the charge sits? The Löwdin charges in e are: -0.20, -0.08, -0.44, 0.17, 0.04, 0.09, 0.07, 0.12, 0.24

***

Formula: C3H4FN3
Source: OMol25
Level of theory: wB97M-V/def2-TZVPD

Properties
E_HOMO (eV): -8.59
F_max (eV/A): 5.57
Orbital gap (eV): 9.371

```
! RIJCOSX wB97M-V def2-TZVPD def2/J DEFGRID3
* xyz 0 1
C 0.94 -1.56 -0.17
C -0.85 -0.88 1.03
C -0.07 1.64 -0.48
N 0.02 -1.72 0.95
N 0.70 -0.50 -0.87
N -0.31 0.22 -0.53
F -1.87 -0.59 1.73
H 1.48 -2.38 -0.38
H 0.31 1.95 -1.53
H -1.06 2.04 -0.19
H 0.70 1.78 0.44
*
```

Want to see where the charge sits? The Löwdin charges in e are: -0.14, -0.24, -0.12, 0.12, -0.03, -0.14, 0.18, 0.07, 0.10, 0.07, 0.12

***

Formula: C3H4FN3
Source: OMol25
Level of theory: wB97M-V/def2-TZVPD

Properties
E_HOMO (spin up / spin down) (eV): -7.92 / -7.92
F_max (eV/A): 4.61
Orbital gap (spin up / spin down) (eV): 8.023 / 8.024

```
! RIJCOSX wB97M-V def2-TZVPD def2/J DEFGRID3
* xyz 0 1
C -0.44 -0.25 1.63
C -0.92 0.30 -0.49
C -1.20 0.71 -1.87
N -1.23 -0.22 0.54
N 1.19 1.04 0.71
N 0.76 0.35 1.56
F -0.50 -0.09 -2.80
H -0.48 -0.95 2.47
H -0.67 1.61 -2.04
H -2.28 0.77 -2.14
H 1.29 0.14 2.40
*
```

Want to see where the charge sits? The Löwdin charges in e are: -0.22, 0.01, -0.15, 0.10, 0.10, -0.25, -0.07, 0.10, 0.11, 0.14, 0.14

***

Formula: C3H4FN3S
Source: OMol25
Level of theory: wB97M-V/def2-TZVPD

Properties
SMILES: Nc1n[nH]c(F)c1S
E_HOMO (eV): -8.70
F_max (eV/A): 6.18
Orbital gap (eV): 9.328

```
! RIJCOSX wB97M-V def2-TZVPD def2/J DEFGRID3
* xyz 0 1
N -0.65 -1.59 -0.86
C -0.16 -0.61 -0.06
N -0.10 -0.84 1.24
N 0.41 0.32 1.69
C 0.57 1.25 0.83
F 1.12 2.44 1.06
C 0.17 0.74 -0.42
S -0.05 1.24 -2.15
H -0.86 -2.41 -0.08
H 0.32 -1.78 -1.63
H 0.71 0.30 2.55
H -1.49 0.94 -2.17
*
```

Want to see where the charge sits? The Löwdin charges in e are: 0.03, -0.58, 0.09, 0.05, -0.34, 0.12, -0.49, 0.69, 0.15, 0.21, 0.10, -0.05

***

Formula: C3H4FNO
Source: OMol25
Level of theory: wB97M-V/def2-TZVPD

Properties
SMILES: O=CN/C=C\F
E_HOMO (eV): -9.28
F_max (eV/A): 5.12
Orbital gap (eV): 10.107

```
! RIJCOSX wB97M-V def2-TZVPD def2/J DEFGRID3
* xyz 0 1
O 2.71 0.90 0.26
C 1.86 0.01 -0.02
N 0.53 0.37 0.04
C -0.55 -0.50 -0.08
C -1.74 -0.06 -0.29
F -1.84 1.27 -0.18
H 1.93 -1.11 -0.10
H 0.29 1.42 0.20
H -0.58 -1.57 0.47
H -2.60 -0.73 -0.30
*
```

Want to see where the charge sits? The Löwdin charges in e are: -0.03, -0.30, 0.02, -0.18, -0.17, 0.01, 0.14, 0.20, 0.18, 0.12

***

Formula: C3H4FNO
Source: OMol25
Level of theory: wB97M-V/def2-TZVPD

Properties
E_HOMO (eV): -8.57
F_max (eV/A): 7.51
Orbital gap (eV): 8.850

```
! RIJCOSX wB97M-V def2-TZVPD def2/J DEFGRID3
* xyz 0 1
C -0.63 0.17 -0.47
C 0.49 -0.07 0.24
C 1.74 0.61 0.21
H -2.80 -0.14 -0.50
H -1.56 -1.46 0.44
H -0.51 0.97 -1.26
H 2.38 0.37 1.14
N -1.65 -0.63 -0.16
O 2.18 1.30 -0.74
F 0.38 -1.11 1.11
*
```

Want to see where the charge sits? The Löwdin charges in e are: -0.16, -0.31, -0.23, 0.26, 0.10, 0.16, 0.14, 0.03, -0.02, 0.01

***

Formula: C3H4FNO2
Source: OMol25
Level of theory: wB97M-V/def2-TZVPD

Properties
SMILES: C=[N+]([O-])O.C#CF
E_HOMO (eV): -8.99
F_max (eV/A): 4.01
Orbital gap (eV): 9.671

```
! RIJCOSX wB97M-V def2-TZVPD def2/J DEFGRID3
* xyz 0 1
C 0.91 -0.15 -0.94
N 0.75 -0.28 0.35
O 0.43 -1.26 0.92
O 0.89 0.86 1.11
H 1.18 0.79 -1.39
H 0.66 -1.13 -1.41
H 0.46 0.58 1.95
C -2.03 -0.61 -1.21
C -2.41 -0.15 -0.17
F -3.06 0.21 0.82
H -1.85 -1.05 -2.13
*
```

Want to see where the charge sits? The Löwdin charges in e are: 0.05, -0.48, 0.01, 0.06, 0.09, 0.10, 0.13, 0.10, -0.26, 0.17, 0.03

***

Formula: C3H4FNO2S
Source: OMol25
Level of theory: wB97M-V/def2-TZVPD

Properties
SMILES: C[C@@H](C#N)S(=O)(=O)F
E_HOMO (eV): -12.24
F_max (eV/A): 4.57
Orbital gap (eV): 12.529

```
! RIJCOSX wB97M-V def2-TZVPD def2/J DEFGRID3
* xyz 0 1
C -0.97 -0.39 1.07
C 0.03 0.40 0.22
C 1.33 0.64 0.75
N 2.43 0.73 1.08
S 0.41 -0.29 -1.33
O 0.12 -1.69 -1.32
O 1.69 0.21 -1.85
F -0.67 0.58 -2.18
H -0.73 -1.39 1.12
H -1.24 0.09 2.02
H -2.02 -0.22 0.57
H -0.38 1.33 -0.15
*
```

Want to see where the charge sits? The Löwdin charges in e are: -0.04, -0.41, -0.25, 0.21, 0.73, -0.23, -0.25, -0.18, 0.06, 0.10, 0.13, 0.13

***

Formula: C3H4FNO2S
Source: OMol25
Level of theory: wB97M-V/def2-TZVPD

Properties
SMILES: O=C[C@@H](F)C(=O)NS
E_HOMO (eV): -10.20
F_max (eV/A): 3.12
Orbital gap (eV): 10.496

```
! RIJCOSX wB97M-V def2-TZVPD def2/J DEFGRID3
* xyz 0 1
O 1.98 2.49 0.19
C 1.74 1.41 0.68
C 0.34 0.97 0.80
F -0.45 1.87 0.17
C 0.20 -0.45 0.24
O 0.97 -1.33 0.67
N -0.88 -0.64 -0.54
S -1.69 -2.04 -0.94
H 2.55 0.86 1.27
H -0.11 0.74 1.81
H -1.31 0.16 -0.95
H -1.13 -2.27 -2.14
*
```

Want to see where the charge sits? The Löwdin charges in e are: 0.09, -0.19, -0.25, 0.04, -0.49, 0.05, -0.36, 0.81, 0.15, 0.20, 0.08, -0.13

***

Formula: C3H4FNO3
Source: OMol25
Level of theory: wB97M-V/def2-TZVPD

Properties
E_HOMO (spin up / spin down) (eV): -9.52 / -9.65
F_max (eV/A): 4.64
Orbital gap (spin up / spin down) (eV): 8.180 / 8.189

```
! RIJCOSX wB97M-V def2-TZVPD def2/J DEFGRID3
* xyz 0 1
C 0.17 -0.68 0.19
C 0.03 0.82 -0.13
C 1.99 0.08 -0.94
N 1.86 -0.63 -2.18
O 0.93 -0.32 -2.89
O 2.65 -1.53 -2.38
O 1.28 1.22 -0.71
F 3.21 0.05 -0.43
H 0.42 -0.99 1.19
H -0.32 -1.38 -0.46
H -0.77 0.99 -0.85
H -0.13 1.44 0.76
*
```

Want to see where the charge sits? The Löwdin charges in e are: 0.12, -0.20, -0.30, -0.35, 0.10, 0.11, -0.01, 0.17, 0.07, 0.07, 0.12, 0.12

***

Formula: C3H4FNO3
Source: OMol25
Level of theory: wB97M-V/def2-TZVPD

Properties
E_HOMO (spin up / spin down) (eV): -9.84 / -9.53
F_max (eV/A): 2.89
Orbital gap (spin up / spin down) (eV): 8.249 / 8.240

```
! RIJCOSX wB97M-V def2-TZVPD def2/J DEFGRID3
* xyz 0 1
C 0.56 1.17 -0.76
C -0.65 1.30 0.19
C -0.34 -0.94 0.04
N 0.55 -1.88 0.61
O 0.96 -1.64 1.73
O 0.90 -2.81 -0.10
O -0.87 0.04 0.82
F -1.06 -1.38 -0.98
H 0.41 1.21 -1.82
H 1.55 1.30 -0.37
H -0.46 2.04 0.99
H -1.55 1.59 -0.35
*
```

Want to see where the charge sits? The Löwdin charges in e are: 0.11, -0.20, -0.29, -0.35, 0.10, 0.10, 0.00, 0.16, 0.06, 0.06, 0.12, 0.12

***

F_max of number 8 (C3H4FNO2)? 4.01 eV/A

***

Number 11 is which compound? C3H4FNO3